No. 1
This record from the Open Molecules 2025 dataset describes the molecule C3H5N3O. The level of theory is ωB97M-V/def2-TZVPD.

Each line ends with the Löwdin charge.
Positions of all 12 atoms, in Å:
N -1.649399 1.053162 0.983855  0.126
C -0.652105 0.408839 0.311605  -0.461
C 0.028504 1.033254 -0.763843  -0.125
N 0.855227 -0.067237 -1.177588  0.077
C 0.670174 -1.075236 -0.328348  -0.482
O 1.350309 -2.210630 -0.472894  0.120
N -0.210512 -0.839222 0.632518  0.166
H -1.886091 1.955376 0.590983  0.094
H -1.640348 1.021112 1.990247  0.094
H 0.560933 1.578753 0.070018  0.120
H 1.434947 -0.103615 -2.001819  0.146
H 1.108027 -2.779918 0.271345  0.125

Force components x, y, z for each atom (eV/Å):
0.150 0.022 0.193
-0.568 -0.337 0.098
0.043 -0.078 0.703
0.340 -0.155 0.290
0.079 0.138 -0.135
-0.126 -0.071 0.168
-0.269 -0.182 -0.324
0.119 -0.170 0.080
-0.105 -0.202 0.039
0.440 1.038 -1.234
-0.058 0.024 0.240
-0.045 -0.027 -0.118

LUMO: 0.8 eV
SMILES string: Nc1c[nH]c(O)n1
total energy: -356.7826 Ha
orbital gap: 8.84 eV
2S+1: 1
HOMO energy: -8.08 eV

No. 2
This record from the Open Molecules 2025 dataset describes a 7-piece molecular cluster, C16H34Cl12O2 overall. The level of theory is ωB97M-V/def2-TZVPD.

Each line ends with the Löwdin charge.
Positions of all 64 atoms, in Å:
C 25.928951 -15.678100 4.092189  -0.188
O 25.410281 -15.658843 2.861749  -0.188
C 26.357315 -15.261120 1.854524  -0.165
C 26.355061 -13.771321 1.703523  -0.261
O 25.091527 -13.266908 1.488016  -0.175
C 24.685611 -12.383569 2.508546  -0.083
H 26.793156 -16.341189 4.193235  0.095
H 25.159456 -15.978189 4.800250  0.081
H 26.217169 -14.659514 4.416296  0.088
H 26.007722 -15.722467 0.926361  0.117
H 27.362311 -15.632772 2.092104  0.123
H 27.006968 -13.594331 0.816700  0.121
H 26.864011 -13.258675 2.533297  0.120
H 25.318890 -11.482358 2.520341  0.098
H 24.794556 -12.871768 3.490485  0.094
H 23.655926 -12.105244 2.340156  0.055
Cl 22.855648 -16.409605 -0.122730  0.570
C 22.913882 -14.900521 -1.098905  -0.640
C 21.739913 -14.024715 -0.804683  -0.695
Cl 20.276576 -14.546851 -1.697723  0.548
H 22.982522 -15.224153 -2.131934  0.067
H 23.860785 -14.427640 -0.860203  0.054
H 22.011300 -13.047132 -1.186687  0.018
H 21.472392 -14.050064 0.232635  0.027
Cl 20.853438 -17.646749 4.343395  0.550
C 21.569796 -18.573772 3.019376  -0.676
C 23.030457 -18.291106 2.892123  -0.726
Cl 23.997803 -18.810947 4.268823  0.576
H 21.059197 -18.345167 2.094569  0.067
H 21.440633 -19.639918 3.223588  0.072
H 23.149754 -17.224457 2.682484  0.036
H 23.493577 -18.795005 2.048187  0.066
Cl 25.928720 -9.049161 -2.511962  0.506
C 24.446779 -9.396721 -1.530476  -0.619
C 24.218638 -10.887339 -1.395946  -0.651
Cl 23.910490 -11.678361 -2.976860  0.555
H 23.639286 -8.916555 -2.059760  0.063
H 24.671288 -8.962089 -0.563414  0.069
H 23.308924 -11.023108 -0.807732  0.043
H 25.056619 -11.348278 -0.883565  0.066
Cl 26.840937 -16.260102 -2.602634  0.548
C 27.950410 -17.065469 -1.472797  -0.696
C 29.131208 -17.630511 -2.146616  -0.701
Cl 28.687349 -18.882278 -3.299236  0.567
H 27.398665 -17.835922 -0.930836  0.076
H 28.242347 -16.338492 -0.714058  0.050
H 29.814558 -18.110486 -1.452330  0.074
H 29.705065 -16.845321 -2.638812  0.077
Cl 20.808016 -11.381366 1.087543  0.575
C 20.545032 -11.874282 2.793344  -0.637
C 20.324149 -10.682969 3.668797  -0.649
Cl 21.784881 -9.650396 3.751557  0.532
H 21.364811 -12.516041 3.103822  0.065
H 19.652292 -12.499973 2.763474  0.079
H 20.069807 -10.974460 4.678182  0.074
H 19.534587 -10.088509 3.220346  0.066
Cl 30.186015 -14.054804 0.821725  0.565
C 29.892437 -12.426770 1.493151  -0.698
C 30.717558 -11.444650 0.798394  -0.680
Cl 30.340671 -9.817478 1.427196  0.566
H 30.148325 -12.473117 2.551221  0.078
H 28.828364 -12.210795 1.477754  0.049
H 30.492517 -11.417374 -0.256448  0.071
H 31.758750 -11.664003 0.985472  0.074

Force components x, y, z for each atom (eV/Å):
0.740 0.762 2.744
-0.486 -0.351 -3.051
-1.097 -0.616 0.572
1.960 0.112 -0.735
-0.887 0.435 -0.361
0.475 -0.064 0.477
0.103 -0.100 0.063
-0.042 -0.280 0.001
0.295 -0.156 0.077
0.032 0.037 0.055
-0.047 0.030 -0.025
-0.321 0.204 0.243
-0.198 -0.183 0.082
-0.189 -0.043 -0.054
-0.231 0.139 -0.156
-0.240 0.074 -0.094
0.034 -0.083 -0.004
0.472 -0.828 0.040
0.130 -0.177 -0.942
0.014 -0.009 0.027
-0.246 0.115 -0.126
-0.035 0.243 0.283
-0.318 0.313 0.251
0.087 0.318 0.426
-0.244 0.152 0.120
0.225 -1.180 0.126
0.375 0.867 -0.976
0.092 0.056 0.505
-0.115 0.259 -0.161
-0.262 0.178 0.130
0.377 -0.050 0.465
-0.384 -0.210 -0.223
-0.179 -0.084 0.141
0.872 -0.379 -0.614
-0.368 0.439 0.079
0.163 0.056 0.339
-0.272 0.211 0.143
-0.373 0.079 0.141
0.109 -0.102 0.071
0.034 -0.290 -0.182
-0.079 0.121 0.034
-0.817 0.104 1.187
1.156 0.086 -0.255
-0.057 -0.344 -0.499
-0.122 -0.012 -0.281
0.144 0.160 -0.186
-0.122 0.047 0.344
-0.131 -0.106 -0.280
0.090 0.033 0.157
-0.190 -0.639 -0.373
0.160 0.307 -0.375
-0.068 -0.070 0.101
0.206 0.186 -0.004
-0.056 0.131 0.136
-0.060 -0.075 0.175
-0.078 0.188 0.232
-0.110 -0.098 -0.083
-0.971 -0.937 1.492
0.429 0.894 -0.564
0.078 0.084 0.118
0.157 -0.062 -0.034
-0.061 -0.034 -0.443
0.155 -0.049 -0.302
0.294 0.191 -0.193

LUMO: 0.3 eV
SMILES string: COCCOC.ClCCCl.ClCCCl.ClCCCl.ClCCCl.ClCCCl.ClCCCl
total energy: -6302.7866 Ha
orbital gap: 10.19 eV
2S+1: 1
HOMO energy: -9.89 eV